No. 1
This record from OMol25 describes 2 unconnected molecules or ions with the total composition C3H11N2S at a distorted geometry. The level of theory is ωB97M-V with the def2-TZVPD basis set.

```
! wB97M-V def2-TZVPD RIJCOSX def2/J DEFGRID3
* xyz 1 1
C -2.04164 -1.28518 0.17095
C -1.08132 -0.29291 -0.52826
C -0.42776 0.64618 0.39411
N 1.84638 -0.16741 -0.67975
N -0.35337 1.87649 0.08771
S 3.29068 -0.41611 0.01506
H -1.53939 -1.87813 0.88319
H -2.63335 -1.78274 -0.50738
H -2.71034 -0.64228 0.69366
H -0.21451 -1.01311 -1.03612
H -1.52315 0.33900 -1.47249
H -0.34281 0.49787 1.42605
H 2.11941 0.61807 -1.27393
H 3.21853 0.41554 1.18566
H -0.34151 2.04639 -0.90460
H -0.13078 2.47306 0.84273
H 2.86494 -1.43473 0.70341
*
```

Computed properties:
relative energy (zero: lowest compared OMol25 entry of this formula, charge and spin)	429.8	kJ/mol
gap between HOMO and LUMO	8.520	eV


No. 2
This record from OMol25 describes 2 unconnected molecules or ions with the total composition C3H11N2S at a distorted geometry. The level of theory is ωB97M-V with the def2-TZVPD basis set.

```
! wB97M-V def2-TZVPD RIJCOSX def2/J DEFGRID3
* xyz 1 1
C -0.02569 1.16280 -1.44822
C 0.67972 -1.49686 0.24052
C -0.04320 -0.37192 -1.72582
N 0.06530 -1.33937 -0.92434
N 1.24643 -0.32166 1.43694
S -2.18222 0.57388 0.75809
H 0.63253 1.54304 -0.61616
H 0.08596 1.73134 -2.34488
H -1.00426 1.17839 -1.09435
H -2.38435 1.99759 0.56845
H 0.02875 -2.20782 0.82661
H 1.62146 -1.95842 0.09826
H -0.51799 -0.55895 -2.67857
H 0.40921 0.22070 1.43382
H 1.56571 -0.91256 2.22871
H 2.07898 0.13153 1.15385
H -2.25636 0.62830 2.08707
*
```

Computed properties:
relative energy (zero: lowest compared OMol25 entry of this formula, charge and spin)	297.2	kJ/mol
gap between HOMO and LUMO	10.376	eV